Here is 2 unconnected molecules or ions with the total composition C5H10O in a non-equilibrium geometry from the Open Molecules 2025 dataset. Energies are from wB97M-V/def2-TZVPD.

Summary:
Frontier orbital gap, Eh: 0.365
SMILES string: C=C(C)C.C=O
Molecular weight, g/mol: 86.13
Energy above the lowest of the compared OMol25 structures with the same formula, charge and spin, eV: 2.234
Highest occupied orbital energy, eV: -9.1
Calculated total energy, eV: -7392.531
Spin multiplicity: 1

Atoms and positions in Å:
C 0.762 -0.016 1.048
C -0.426 0.026 0.435
C -1.124 -1.225 -0.015
C -1.048 1.354 0.135
H 1.149 -0.942 1.458
H 1.221 0.900 1.401
H -1.797 -1.070 -0.862
H -1.726 -1.579 0.824
H -0.430 -2.031 -0.271
H -0.449 1.837 -0.648
H -1.003 1.977 1.032
H -2.088 1.307 -0.206
C 1.700 -0.118 -1.026
O 0.955 0.505 -1.752
H 1.637 -1.215 -0.873
H 2.669 0.291 -0.680

Here is a molecular structure, C13H29N4O4Tl in a non-equilibrium geometry from the Open Molecules 2025 dataset. Energies are from wB97M-V/def2-TZVPD.

Summary:
Frontier orbital gap, Eh: 0.095
Molecular weight, g/mol: 509.78
Highest occupied orbital energy, eV: -10.9
Calculated total energy, eV: -32763.953
Spin multiplicity: 1
Total charge: +2

Atoms and positions in Å:
Tl 12.779 8.062 4.664
O 11.723 7.895 6.429
H 11.175 7.266 6.956
C 5.479 9.561 10.632
C 6.189 8.669 9.641
C 7.574 9.261 9.154
C 7.444 10.546 8.391
N 7.254 11.520 7.797
H 4.762 10.155 10.085
H 6.201 10.205 11.177
H 4.936 9.000 11.396
H 5.625 8.439 8.714
H 6.369 7.712 10.114
H 8.113 8.668 8.377
H 8.247 9.346 10.056
C 15.724 4.116 10.395
O 16.021 4.092 9.213
N 16.242 5.311 11.204
C 16.144 5.320 12.462
C 17.095 6.428 10.507
H 15.212 3.421 11.033
H 16.316 6.171 13.181
H 15.558 4.498 13.022
H 17.949 16.499 8.678
H 16.421 6.860 9.738
H 17.136 7.253 11.291
H 18.030 6.088 10.112
C 12.161 6.971 10.761
O 13.341 7.116 10.528
N 10.958 6.621 10.798
C 9.814 7.306 11.463
C 10.684 5.165 10.383
H 17.560 11.148 7.337
H 9.862 7.260 12.549
H 8.885 6.898 11.036
H 9.726 8.353 11.192
H 9.699 4.892 10.688
H 10.828 4.940 9.297
H 11.394 4.582 10.940
C 9.708 12.396 4.696
O 9.798 11.188 5.067
N 10.497 13.440 5.074
C 9.971 14.795 4.724
C 11.611 13.565 6.002
H 8.894 12.684 4.024
H 8.995 14.680 4.273
H 10.628 15.332 4.060
H 9.805 15.337 5.646
H 11.760 12.612 6.577
H 12.520 13.675 5.355
H 11.405 14.336 6.758

Here is 2 unconnected molecules or ions with the total composition C7H9N in a non-equilibrium geometry from the Open Molecules 2025 dataset. Energies are from wB97M-V/def2-TZVPD.

Summary:
Frontier orbital gap, Eh: 0.340
SMILES string: [H]/N=C/C(C)=C=C.C#C
Molecular weight, g/mol: 107.16
Energy above the lowest of the compared OMol25 structures with the same formula, charge and spin, eV: 5.027
Highest occupied orbital energy, eV: -8.8
Calculated total energy, eV: -8890.129
Spin multiplicity: 1

Atoms and positions in Å:
H -0.217 -3.145 0.518
N 0.169 -2.214 0.374
C -0.331 -1.324 1.138
C -0.074 0.089 0.948
C -0.805 1.064 1.833
C 0.703 0.516 -0.052
C 1.760 1.094 -0.547
H -1.063 -1.552 1.924
H -0.302 2.031 1.845
H -0.856 0.697 2.859
H -1.829 1.202 1.476
H 2.669 1.211 0.028
H 1.788 1.422 -1.574
C -0.208 -0.522 -2.156
C -0.564 0.117 -3.122
H 0.050 -1.365 -1.543
H -0.892 0.679 -3.948

Here is a molecular structure, C10H11NO3S in a non-equilibrium geometry from the Open Molecules 2025 dataset. Energies are from wB97M-V/def2-TZVPD.

Summary:
Frontier orbital gap (spin up / spin down), Eh: 0.303 / 0.303
Molecular weight, g/mol: 225.27
Energy above the lowest of the compared OMol25 structures with the same formula, charge and spin, eV: 7.900
Highest occupied orbital energy (spin up / spin down), eV: -8.6 / -8.6
Calculated total energy, eV: -29009.340
Spin multiplicity: 1

Atoms and positions in Å:
C -3.751 0.921 -0.071
C -2.792 1.718 0.573
C -3.311 -0.047 -1.008
C -1.417 1.557 0.348
C -1.925 -0.286 -1.164
C -0.949 0.515 -0.504
C 4.123 1.267 0.538
C 2.837 0.947 0.478
C 0.307 -2.311 1.062
C 0.460 0.195 -0.588
N 0.892 -0.955 -1.017
O 0.376 -2.075 -0.819
O 2.284 -1.093 -1.249
O 0.417 -1.195 1.590
S 1.534 1.587 -0.582
H -4.817 1.164 0.262
H -2.961 2.506 1.320
H -4.038 -0.729 -1.628
H -0.688 2.269 0.913
H -1.499 -1.117 -1.838
H 4.735 0.869 1.196
H 4.513 1.949 -0.066
H 2.608 0.206 1.277
H 1.117 -3.108 1.047
H 2.689 -1.949 -1.104
H -0.744 -2.806 1.034

Here is a single C3H4S3 molecule in a non-equilibrium geometry from the Open Molecules 2025 dataset. Energies are from wB97M-V/def2-TZVPD.

Summary:
Frontier orbital gap (spin up / spin down), Eh: 0.256 / 0.231
Molecular weight, g/mol: 136.27
Energy above the lowest of the compared OMol25 structures with the same formula, charge and spin, eV: 1.985
Highest occupied orbital energy (spin up / spin down), eV: -8.1 / -7.8
Calculated total energy, eV: -35679.490
Spin multiplicity: 1

Atoms and positions in Å:
C -0.285 -0.727 0.189
C 0.967 -1.287 0.046
C -0.707 0.626 0.057
S 2.564 -0.641 0.073
S 2.470 1.337 0.074
S -2.453 0.902 0.076
H -1.044 -1.487 0.246
H 1.115 -2.395 -0.032
H -0.072 1.428 -0.503
H -2.555 2.244 -0.227

Here is a molecular structure, C33H31Br2Cl2LuN2O2Si in a non-equilibrium geometry from the Open Molecules 2025 dataset. Energies are from wB97M-V/def2-TZVPD.

Summary:
Frontier orbital gap, Eh: 0.288
Molecular weight, g/mol: 921.39
Energy above the lowest of the compared OMol25 structures with the same formula, charge and spin, eV: 0.000
Highest occupied orbital energy, eV: -8.0
Calculated total energy, eV: -248434.269
Spin multiplicity: 1

Atoms and positions in Å:
Lu 1.102 -0.835 -0.226
Br 2.145 -3.563 1.510
C 2.662 -2.583 -0.164
Br 0.062 -1.569 -2.637
H 2.652 -3.357 -0.931
H 3.694 -2.292 0.030
C 3.972 1.579 -2.972
C 4.814 2.179 -2.044
C 4.526 2.078 -0.694
C 3.395 1.366 -0.283
C 2.548 0.712 -1.191
C 2.869 0.852 -2.548
C 3.024 1.334 1.159
C 3.431 2.412 1.996
C 3.018 2.453 3.286
C 2.188 1.421 3.790
C 1.717 1.415 5.122
C 0.904 0.410 5.562
C 0.537 -0.626 4.681
C 0.979 -0.642 3.388
C 1.816 0.389 2.909
N 2.238 0.364 1.599
H 4.192 1.668 -4.030
H 5.693 2.719 -2.371
H 5.197 2.536 0.022
H 2.241 0.373 -3.292
H 4.027 3.206 1.575
H 3.293 3.274 3.938
H 2.015 2.221 5.781
H 0.544 0.403 6.582
H -0.099 -1.427 5.037
H 0.714 -1.460 2.734
Cl -1.850 1.409 -4.512
C -0.814 2.297 -3.439
C 0.085 3.203 -3.977
C 0.896 3.941 -3.132
C 0.810 3.770 -1.760
C -0.073 2.841 -1.247
Cl -0.124 2.593 0.469
C -0.911 2.075 -2.064
N -1.736 1.076 -1.531
C -2.806 1.339 -0.669
C -3.236 2.640 -0.418
C -4.277 2.877 0.464
C -4.918 1.826 1.098
C -4.501 0.530 0.838
C -3.448 0.266 -0.025
C -3.018 -1.155 -0.259
C -1.663 -1.514 0.287
O -0.902 -0.663 0.751
O -1.233 -2.738 0.200
H 0.131 3.322 -5.050
H 1.604 4.646 -3.546
H 1.448 4.323 -1.085
H -1.799 0.253 -2.117
H -2.750 3.465 -0.922
H -4.594 3.896 0.645
H -5.733 2.010 1.785
H -4.993 -0.303 1.329
H -2.945 -1.403 -1.326
H -3.753 -1.856 0.142
C -0.212 -5.080 -0.997
Si -1.772 -4.266 -0.447
C -2.949 -4.023 -1.865
C -2.587 -5.077 1.012
H -0.444 -6.012 -1.518
H 0.454 -5.295 -0.161
H 0.314 -4.423 -1.693
H -3.106 -5.013 -2.304
H -2.508 -3.392 -2.638
H -3.929 -3.632 -1.590
H -2.881 -6.100 0.768
H -3.486 -4.543 1.326
H -1.901 -5.120 1.859

Here is a molecular structure, C31H37Cl2LaN5SSi2 in a non-equilibrium geometry from the Open Molecules 2025 dataset. Energies are from wB97M-V/def2-TZVPD.

Summary:
Frontier orbital gap (spin up / spin down), Eh: 0.226 / 0.205
Molecular weight, g/mol: 777.72
Energy above the lowest of the compared OMol25 structures with the same formula, charge and spin, eV: 0.759
Expectation value of S²: 0.77
Highest occupied orbital energy (spin up / spin down), eV: -6.4 / -6.6
Calculated total energy, eV: -92692.483
Spin multiplicity: 2

Atoms and positions in Å:
La 12.350 13.756 8.453
C 13.098 6.964 9.031
C 12.902 7.571 7.784
C 12.023 8.675 7.684
C 11.461 9.213 8.829
C 11.483 8.457 10.014
C 12.342 7.386 10.154
N 10.770 10.452 8.591
C 9.535 10.797 9.344
C 8.621 9.711 9.556
C 7.550 9.910 10.453
C 7.344 11.167 11.004
C 8.155 12.262 10.719
C 9.331 12.083 9.924
N 10.249 13.202 9.775
N 9.988 14.139 10.687
C 10.527 15.360 10.662
C 10.030 16.292 11.640
C 10.492 17.580 11.652
C 11.455 17.979 10.658
C 11.893 17.015 9.787
N 11.442 15.742 9.771
H 13.850 6.150 9.119
H 13.404 7.139 6.955
H 11.721 9.158 6.741
H 11.030 8.872 10.915
H 12.393 6.907 11.120
H 8.772 8.733 9.049
H 6.857 9.059 10.650
H 6.521 11.308 11.705
H 7.985 13.271 11.114
H 9.224 15.935 12.282
H 10.115 18.284 12.381
H 11.861 18.991 10.637
H 12.657 17.294 9.052
C 15.456 16.762 9.678
Si 15.510 15.239 10.767
C 17.238 14.946 11.456
C 14.334 15.580 12.221
C 15.076 13.578 9.970
C 15.460 13.545 8.624
C 16.642 14.253 8.128
C 17.078 14.061 6.829
C 16.439 13.103 6.047
C 15.267 12.550 6.543
N 14.673 12.953 7.695
Si 14.660 11.999 10.897
C 15.598 12.072 12.496
C 12.820 11.772 11.360
C 15.201 10.498 9.932
H 15.112 17.620 10.268
H 14.849 16.635 8.785
H 16.489 16.970 9.336
H 17.804 15.881 11.325
H 17.748 14.186 10.842
H 17.209 14.679 12.524
H 14.216 16.659 12.488
H 14.821 15.058 13.112
H 13.304 15.203 12.097
H 17.227 14.867 8.821
H 17.966 14.605 6.473
H 16.793 12.932 5.030
H 14.718 11.853 5.877
H 15.413 13.062 12.967
H 16.680 11.994 12.244
H 15.223 11.256 13.126
H 12.596 12.450 12.188
H 12.746 10.693 11.659
H 12.044 11.899 10.638
H 16.284 10.615 9.588
H 14.579 10.278 9.075
H 15.246 9.587 10.577
Cl 11.179 17.060 4.044
C 10.881 16.133 5.492
Cl 12.509 15.400 6.004
H 10.198 15.285 5.327
H 10.580 16.757 6.364
S 11.734 11.568 6.306
C 11.392 11.403 7.895

Here is a molecular structure, CH4I2N3 in a non-equilibrium geometry from the Open Molecules 2025 dataset. Energies are from wB97M-V/def2-TZVPD.

Summary:
Frontier orbital gap, Eh: 0.289
Molecular weight, g/mol: 311.87
Energy above the lowest of the compared OMol25 structures with the same formula, charge and spin, eV: 2.139
Highest occupied orbital energy, eV: -12.8
Calculated total energy, eV: -21763.651
Spin multiplicity: 1
Total charge: +1

Atoms and positions in Å:
C 1.710 0.313 0.424
N 0.655 -0.284 0.759
N -1.716 -0.432 -0.914
N 2.829 0.664 0.270
I -2.448 1.502 -0.232
I -3.010 -2.057 -0.584
H 0.324 -0.471 1.785
H -0.049 -0.512 0.136
H 3.343 1.633 0.385
H -1.638 -0.356 -2.028

> Look up the calculated total energy of the third one.

-8890.129 eV